{"formula": "C21H56CuF2NO25S9", "method": "wB97M-V/def2-TZVPD", "s2": 0.76, "multiplicity": 2, "total_charge": 1, "gap_ev": [9.0, 2.8], "e_tot_ha": -8192.72112, "de_lowest_kcal_mol": 0.00, "symbols": ["Cu", "N", "S", "O", "O", "F", "S", "O", "O", "F", "O", "S", "O", "O", "C", "C", "C", "H", "H", "H", "H", "H", "H", "H", "H", "O", "S", "O", "O", "C", "C", "C", "H", "H", "H", "H", "H", "H", "H", "H", "O", "S", "O", "O", "C", "C", "C", "H", "H", "H", "H", "H", "H", "H", "H", "O", "S", "O", "O", "C", "C", "C", "H", "H", "H", "H", "H", "H", "H", "H", "O", "S", "O", "O", "C", "C", "C", "H", "H", "H", "H", "H", "H", "H", "H", "O", "S", "O", "O", "C", "C", "C", "H", "H", "H", "H", "H", "H", "H", "H", "O", "S", "O", "O", "C", "C", "C", "H", "H", "H", "H", "H", "H", "H", "H"], "coordinates": [[-0.9472, -4.4128, -1.0387], [-0.1621, -2.4196, -1.0821], [-0.4483, -0.9340, -1.0720], [0.0019, -0.1529, -2.2373], [-0.8044, -0.2890, 0.2212], [-1.9350, -1.1972, -1.6665], [1.4201, -1.9992, -0.4827], [1.6354, -1.4177, 0.8332], [2.4057, -1.5302, -1.4597], [1.8339, -3.5535, -0.3235], [-0.4626, -0.3605, -8.3473], [-1.3077, -0.6333, -7.1674], [-1.1241, -1.7912, -6.3379], [-1.2754, 0.7418, -6.1859], [-0.0093, 1.4404, -6.1450], [0.1082, 2.4931, -5.0049], [-3.1117, -0.5294, -7.6838], [0.0951, 2.0108, -7.0679], [0.7816, 0.6922, -6.0912], [-0.0589, 2.0410, -4.0273], [-0.6657, 3.2582, -5.0657], [1.0041, 3.1114, -5.0608], [-3.7887, -0.4061, -6.8385], [-3.3913, -1.3284, -8.3705], [-3.2446, 0.3267, -8.3453], [1.0840, 1.9103, -0.3605], [1.7490, 2.7494, -1.3387], [0.8666, 3.5484, -2.1964], [2.7678, 3.8244, -0.5793], [3.6131, 3.2210, 0.4084], [4.7588, 4.1266, 0.7607], [2.8576, 1.8003, -2.4809], [4.0532, 2.3017, 0.0220], [3.0471, 2.8545, 1.2648], [5.6230, 3.6719, 1.2450], [4.4111, 4.9578, 1.3741], [5.1797, 4.5427, -0.1546], [3.4467, 1.1217, -1.8639], [3.4531, 2.4819, -3.0882], [2.2255, 1.1793, -3.1156], [-0.8001, -4.3600, 1.2629], [-1.1531, -3.8956, 2.6511], [-2.3358, -3.0446, 2.8710], [-1.2129, -5.1929, 3.6553], [-2.0258, -5.0375, 4.8569], [-3.4754, -5.4624, 4.6457], [0.3383, -3.1637, 3.3762], [-2.1456, -4.0031, 5.1789], [-1.5161, -5.6423, 5.6070], [-3.5861, -6.5276, 4.8484], [-3.7065, -5.1663, 3.6225], [-4.1921, -5.0066, 5.3288], [0.4659, -2.1938, 2.8955], [1.2201, -3.7348, 3.0856], [0.1104, -2.9935, 4.4285], [4.7454, 0.3043, 5.0176], [3.4205, -0.1825, 4.6680], [3.2385, -1.5296, 4.0718], [2.4063, -0.0303, 6.0099], [2.8625, -0.8293, 7.1033], [1.7838, -0.7093, 8.1619], [2.5749, 1.1235, 3.6657], [3.8268, -0.4564, 7.4484], [3.0625, -1.8651, 6.8288], [0.9320, -1.2986, 7.8224], [1.4961, 0.3241, 8.3551], [2.2970, -1.0119, 9.0747], [1.5577, 1.1995, 4.0499], [2.6150, 0.7253, 2.6518], [3.1361, 2.0401, 3.8472], [-3.9598, 0.1975, -3.4567], [-4.1307, 1.4036, -2.6808], [-4.8394, 2.5152, -3.3502], [-4.9727, 1.1798, -1.2397], [-4.9835, 2.2054, -0.2976], [-5.9975, 1.9395, 0.8139], [-2.6031, 2.2017, -2.0269], [-5.0327, 3.1259, -0.8793], [-3.9907, 2.2776, 0.1465], [-6.9244, 1.7809, 0.2628], [-6.0132, 2.7956, 1.4885], [-5.7748, 1.0017, 1.3228], [-2.3262, 1.5907, -1.1678], [-2.7141, 3.2291, -1.6801], [-1.8971, 2.2173, -2.8572], [1.9816, -5.9043, -4.3560], [1.5951, -4.7545, -3.5151], [0.5357, -4.9294, -2.5496], [2.9318, -4.2344, -2.6901], [4.1959, -4.1837, -3.3425], [5.2577, -3.6346, -2.3953], [1.1945, -3.2323, -4.5922], [4.0981, -3.6933, -4.3110], [4.5561, -5.2018, -3.4906], [4.8812, -2.7915, -1.8160], [6.0655, -3.2619, -3.0251], [5.6236, -4.4209, -1.7350], [1.0815, -2.3558, -3.9542], [0.2739, -3.5499, -5.0819], [1.9646, -3.1492, -5.3590], [-3.8678, 3.0003, 3.6235], [-3.0914, 4.1589, 3.2080], [-2.1009, 4.7729, 4.0988], [-2.3357, 3.7599, 1.7753], [-0.9317, 3.8475, 1.6763], [-0.2540, 2.5549, 2.2599], [-4.2467, 5.4206, 2.6055], [-0.6184, 4.7893, 2.1268], [-0.6199, 3.9544, 0.6373], [-0.5678, 1.6837, 1.6849], [-0.5493, 2.3665, 3.2921], [0.8302, 2.5174, 2.3660], [-4.6971, 5.0743, 1.6753], [-3.6220, 6.3078, 2.5021], [-5.0301, 5.5959, 3.3429]]}